1.
This record from OMol25 describes C3H5N5 in the gas phase in a non-equilibrium geometry. The level of theory is the ωB97M-V functional and the def2-TZVPD basis.

Structure (XYZ):
```
13
Properties=species:S:1:pos:R:3:forces:R:3:mulliken_charge:R:1
H 3.57521 -1.18891 0.11591 -1.667 3.349 -0.875 0.32
N 3.20185 -0.11511 -0.03708 0.447 -1.760 0.873 -0.56
C 1.93528 -0.04620 -0.03566 0.601 2.151 0.128 0.43
N 1.19723 1.44724 0.01022 3.528 -3.487 -0.088 -0.40
C -0.02323 1.31576 -0.02988 -5.230 -1.713 -1.441 0.16
N -0.75919 0.00683 -0.18835 3.421 -2.123 0.609 0.29
C -2.14797 -0.33380 0.02325 -0.403 4.192 3.593 -0.67
N -0.08528 -1.23659 -0.07273 3.230 2.404 -0.591 -0.24
N 1.21962 -1.24070 -0.05036 -4.254 -0.030 0.349 -0.39
H -0.81105 2.14725 -0.20714 1.585 -0.986 0.788 0.27
H -2.61608 -0.45190 -0.94672 -0.521 -0.760 0.378 0.29
H -2.25583 -1.07489 0.96134 -0.076 1.454 -2.787 0.27
H -2.43057 0.77102 0.45720 -0.661 -2.690 -0.938 0.23
```
Positions in Å, forces in eV/Å.

## Properties
E_HOMO ... -9.399 eV
Energy above the lowest of the compared OMol25 structures with the same formula, charge and spin ... 121.2 kcal/mol
Max |F| ... 5.69 eV/Å
E_LUMO ... -0.40 eV
Structure (SMILES) ... [H]/N=c1/ncn(C)nn1
HOMO-LUMO gap ... 9.0 eV
M ... 111.11 g/mol



2.
This record from OMol25 describes 2 unconnected molecules or ions with the total composition C6H15N2. The level of theory is the ωB97M-V functional and the def2-TZVPD basis.

Structure (XYZ):
```
23
Properties=species:S:1:pos:R:3:forces:R:3:mulliken_charge:R:1
C -2.52828 -0.33339 0.24570 0.084 0.224 0.474 -0.13
C -1.53308 0.12587 -0.51614 -0.149 -0.173 -0.516 -0.42
N -0.96796 1.47674 -0.40745 0.169 -0.341 0.460 -0.12
N -3.04546 -1.58882 0.20944 0.116 0.097 0.128 -0.44
H -2.97355 0.30480 1.00286 -0.097 0.128 -0.112 0.28
H -1.01036 -0.46656 -1.24359 -0.117 -0.066 -0.118 0.37
H -1.00967 2.02684 -1.26502 -0.210 -0.031 -0.085 0.39
H -1.41053 2.00032 0.34720 -0.039 0.145 -0.045 0.40
H 0.03819 1.35692 -0.13963 -0.072 0.248 0.076 0.13
H -2.49458 -2.31457 -0.21247 -0.053 -0.140 -0.188 0.23
H -3.60854 -1.89288 0.98820 0.025 0.098 -0.118 0.26
C 1.35399 -1.15627 -0.37766 0.149 -0.030 -0.032 -1.17
C 1.95495 0.10951 0.16216 0.222 -0.021 0.880 0.99
C 1.47245 0.69649 1.26773 -0.156 -0.112 -0.221 -1.15
C 3.21391 0.61080 -0.47014 -0.204 0.044 -0.560 -1.29
H 2.12512 -1.92881 -0.40367 0.041 0.039 -0.064 0.45
H 0.98807 -1.04561 -1.40257 0.100 -0.062 0.013 0.28
H 0.56205 -1.51881 0.27490 -0.088 0.018 -0.104 0.28
H 2.01192 1.48582 1.77471 -0.083 0.174 -0.144 0.29
H 0.55352 0.35057 1.73589 0.173 -0.194 0.124 0.40
H 3.60454 1.49308 0.03301 0.025 -0.075 0.014 0.35
H 2.98794 0.87658 -1.51007 0.178 0.044 0.024 0.30
H 3.98056 -0.16333 -0.52212 -0.016 -0.014 0.117 0.34
```
Positions in Å, forces in eV/Å.

## Properties
E_HOMO ... -12.873 eV
Energy above the lowest of the compared OMol25 structures with the same formula, charge and spin ... 43.0 kcal/mol
Total charge ... +1
Max |F| ... 0.91 eV/Å
E_LUMO ... -3.08 eV
HOMO-LUMO gap ... 9.8 eV
M ... 115.20 g/mol